An isolated molecule of C8H13NO3S in a non-equilibrium geometry, computed with ωB97M-V with the def2-TZVPD basis set.

Last column: Mulliken charge in e.
Geometry (Å):
S  0.877  1.270  -0.221  1.192
O  2.023  0.589  0.237  -0.643
O  -1.402  -1.548  -1.392  -0.380
O  0.560  1.165  -1.630  -0.687
N  -1.304  -1.643  1.562  -0.647
C  0.332  -2.363  -2.592  -0.376
C  0.955  3.088  0.152  -0.933
C  0.813  -1.829  -1.379  0.197
C  -0.192  1.270  2.147  -1.638
C  -1.028  -2.186  -2.536  -0.443
C  -0.602  0.658  0.810  -0.322
C  -0.281  -1.400  -0.669  -0.270
C  -0.413  -0.861  0.777  0.231
H  1.918  -1.563  -1.143  0.267
H  -0.905  -2.594  1.757  0.299
H  -0.665  0.656  2.822  0.538
H  0.937  -2.621  -3.478  0.343
H  -1.391  1.159  0.239  0.502
H  0.179  3.249  0.857  0.249
H  -2.215  -1.766  1.104  0.295
H  0.635  -0.921  1.319  0.358
H  1.973  3.348  0.631  0.294
H  0.858  1.187  2.249  0.534
H  -1.866  -2.445  -3.249  0.382
H  0.717  3.699  -0.725  0.372
H  -0.513  2.401  2.349  0.287

Output
DFT total energy, hartree: -991.19806
SMILES: C[C@H]([C@@H](N)c1ccco1)S(C)(=O)=O
Multiplicity: 1
Net charge: 0
Energy above the lowest of the compared OMol25 structures with the same formula, charge and spin, eV: 3.398
Frontier orbital gap, Eh: 0.323

---

An isolated molecule of C4H6OS2 in a non-equilibrium geometry, computed with ωB97M-V with the def2-TZVPD basis set.

Last column: Mulliken charge in e.
Geometry (Å):
S  -2.560  -0.892  0.146  -0.221
S  -2.424  0.937  -0.591  0.085
O  1.236  -0.877  -0.864  -0.340
C  0.541  1.432  -0.313  -0.160
C  1.015  -1.983  0.011  -0.605
C  1.144  0.344  -0.639  0.015
C  -0.889  1.635  0.265  -0.641
H  1.025  -1.616  1.047  0.318
H  1.835  -2.636  -0.085  0.271
H  -1.192  2.720  0.279  0.328
H  -0.972  1.105  1.263  0.319
H  0.071  -2.403  -0.230  0.246
H  1.169  2.235  -0.291  0.384

Output
DFT total energy, hartree: -1027.45754
Multiplicity: 1
Net charge: 0
Energy above the lowest of the compared OMol25 structures with the same formula, charge and spin, eV: 4.735
Frontier orbital gap (alpha / beta), Eh: 0.341 / 0.203

---

An isolated molecule of C7H11Cl2PS in a non-equilibrium geometry, computed with ωB97M-V with the def2-TZVPD basis set.

Last column: Mulliken charge in e.
Geometry (Å):
Cl  -3.094  -1.216  1.262  -0.224
Cl  -3.133  1.770  0.766  -0.219
S  -3.881  -0.227  -1.739  -0.354
P  -2.693  0.095  -0.255  0.770
C  0.017  -0.016  1.250  -1.036
C  1.454  -1.245  -0.135  -0.655
C  0.022  -1.260  -0.725  -0.960
C  1.449  0.021  0.786  -0.120
C  -0.549  0.069  -0.166  0.431
C  0.146  1.330  -0.792  -0.686
C  1.487  1.311  -0.166  -0.766
H  0.198  -1.452  -1.745  0.391
H  2.177  0.032  1.610  0.483
H  0.282  1.286  -1.920  0.276
H  2.215  1.126  -0.928  0.362
H  -0.286  -0.998  1.646  0.470
H  -0.503  -2.164  -0.294  0.284
H  1.535  -2.054  0.731  0.245
H  -0.466  0.879  1.830  0.322
H  -0.607  2.136  -0.564  0.307
H  1.956  2.197  0.345  0.297
H  2.275  -1.622  -0.796  0.381

Output
DFT total energy, hartree: -1933.26164
SMILES: S=P(Cl)(Cl)[C@]12CC[C@H](CC1)C2
Multiplicity: 1
Net charge: 0
Energy above the lowest of the compared OMol25 structures with the same formula, charge and spin, eV: 0.100
Frontier orbital gap, Eh: 0.352

---

A structure of composition C35H36CoN3O2Se2Te3 in a non-equilibrium geometry, computed with ωB97M-V with the def2-TZVPD basis set.

Last column: Mulliken charge in e.
Geometry (Å):
Te  -0.428  -0.606  -6.103  -0.364
Te  -5.380  -0.207  -1.669  0.168
Te  -2.970  0.193  -5.351  -0.178
Se  0.960  0.668  -4.481  -0.351
Se  -2.145  2.092  -3.961  -0.291
Co  -0.516  1.208  -2.571  -0.249
O  3.722  1.326  -2.486  -0.508
O  0.998  1.023  -1.635  -0.522
N  -1.475  1.707  -0.878  -0.209
N  -0.158  -1.682  -2.042  0.702
N  0.183  -4.068  -1.158  -0.229
C  -4.482  -1.999  2.872  -0.510
C  -3.148  2.114  3.910  -0.406
C  -3.231  0.113  -1.496  0.254
C  7.854  0.248  -0.043  -0.356
C  0.090  -3.131  -0.042  -0.966
C  0.532  2.036  0.442  0.122
C  -5.485  -0.328  1.462  -0.069
C  -4.395  -2.228  0.482  -0.115
C  -1.693  2.000  1.531  -0.229
C  2.867  1.711  -0.302  0.810
C  1.448  1.599  -0.579  -0.119
C  -2.308  1.040  3.657  -1.272
C  6.344  1.265  -1.609  -0.395
C  3.272  2.253  0.918  -0.398
C  -5.089  -1.029  0.331  -0.385
C  5.486  0.245  0.387  -0.177
C  -2.526  3.084  1.799  0.350
C  1.107  -2.228  -2.546  -0.455
C  -5.183  -0.810  2.728  -0.576
C  2.381  2.659  1.895  0.084
C  -0.899  1.906  0.267  0.721
C  2.871  3.177  3.228  -1.843
C  -1.587  0.983  2.475  0.564
C  -3.258  3.134  2.975  -0.963
C  5.257  0.952  -0.793  0.528
C  7.633  0.929  -1.233  -0.613
C  -1.054  -3.989  -1.936  -0.901
C  6.775  -0.103  0.756  -0.777
C  -2.923  1.479  -0.911  -0.130
C  1.029  2.555  1.641  -0.671
C  3.890  1.324  -1.289  -0.166
C  -0.093  -1.686  -0.576  0.993
C  1.308  -3.671  -2.012  -0.759
C  -1.250  -2.552  -2.493  0.316
C  -4.090  -2.710  1.745  -0.445
H  -2.601  3.887  1.075  0.465
H  -0.755  -3.433  0.584  0.311
H  -2.197  -2.123  -2.163  -0.240
H  4.330  2.408  1.086  0.541
H  -3.921  3.969  3.162  0.398
H  2.467  4.167  3.450  0.371
H  -5.486  -0.248  3.604  0.393
H  -4.087  -2.787  -0.399  0.394
H  2.558  2.505  4.031  0.331
H  -0.996  -4.723  -2.744  0.305
H  2.226  -3.758  -1.425  0.321
H  -0.942  0.137  2.266  0.574
H  3.959  3.237  3.241  0.352
H  -1.880  -4.273  -1.276  0.333
H  -2.805  0.003  -2.492  0.187
H  1.001  -3.221  0.556  0.344
H  -6.031  0.607  1.353  0.354
H  -2.216  0.241  4.381  0.409
H  0.329  2.906  2.390  0.563
H  1.074  -2.213  -3.634  0.352
H  8.467  1.189  -1.872  0.379
H  -3.381  2.249  -1.537  0.239
H  4.650  -0.054  1.006  0.483
H  1.908  -1.556  -2.235  0.112
H  6.942  -0.662  1.669  0.376
H  -1.245  -2.551  -3.584  0.320
H  -3.538  -3.637  1.852  0.414
H  6.146  1.778  -2.541  0.450
H  1.365  -4.393  -2.831  0.304
H  8.861  -0.013  0.257  0.374
H  -1.004  -1.236  -0.177  -1.054
H  -3.718  2.157  4.830  0.430
H  -4.244  -2.373  3.860  0.420
H  0.748  -1.052  -0.291  0.043
H  -2.852  -0.671  -0.839  -0.974
H  -3.373  1.537  0.080  0.612

Output
DFT total energy, hartree: -8659.85125
Multiplicity: 2
Net charge: -1
Frontier orbital gap (alpha / beta), Eh: 0.193 / 0.192
<S²>: 0.77

---

A cluster of 2 separate species, C3H13N2OS2 in total in a non-equilibrium geometry, computed with ωB97M-V with the def2-TZVPD basis set.

Last column: Mulliken charge in e.
Geometry (Å):
S  0.015  0.764  2.319  -0.221
S  1.567  0.212  1.118  -0.007
O  -2.022  -2.505  1.105  -0.641
N  -1.257  1.040  -2.514  -0.420
N  -0.554  -1.071  -0.691  -0.312
C  0.954  0.833  -0.488  -1.129
C  0.513  -0.279  -1.416  0.133
C  -0.088  0.224  -2.749  -0.917
H  -2.647  -1.830  1.407  0.341
H  -1.256  -1.463  -1.314  0.336
H  0.689  0.591  -3.388  0.372
H  -1.127  -0.507  -0.079  0.332
H  -1.975  0.882  -3.199  0.217
H  -0.197  -1.748  -0.011  0.387
H  1.774  1.370  -0.934  0.398
H  1.225  -1.059  -1.678  0.351
H  -1.071  1.994  -2.253  0.184
H  0.395  1.812  3.062  0.200
H  -2.620  -3.215  0.839  0.322
H  -0.506  -0.714  -3.110  0.499
H  0.103  1.492  -0.376  0.574

Output
DFT total energy, hartree: -1102.98659
Multiplicity: 1
Net charge: +1
Energy above the lowest of the compared OMol25 structures with the same formula, charge and spin, eV: 0.788
Frontier orbital gap, Eh: 0.360

---

A structure of composition C3H55FO23Si2, computed with ωB97M-V with the def2-TZVPD basis set.

Last column: Mulliken charge in e.
Geometry (Å):
Si  -2.093  1.256  -1.566  0.396
Si  0.476  1.656  -2.743  0.696
F  -2.501  1.656  -4.766  -0.316
O  0.614  2.999  3.291  -0.579
O  1.449  1.498  -8.558  -0.613
O  4.091  -3.657  -1.907  -0.621
O  -2.879  -3.796  3.398  -0.572
O  3.089  1.896  0.323  -0.524
O  -2.059  2.209  5.610  -0.650
O  2.669  0.769  3.652  -0.581
O  0.366  0.432  -11.160  -0.641
O  -1.088  -0.046  3.526  -0.473
O  -3.272  -0.008  1.638  -0.632
O  -0.637  0.640  -2.079  -0.272
O  5.136  0.798  1.980  -0.703
O  0.643  -4.071  3.892  -0.630
O  3.800  2.936  -7.186  -0.599
O  1.295  0.126  -5.749  -0.632
O  0.884  0.157  1.048  -0.468
O  -1.258  -2.656  8.432  -0.612
O  5.127  -2.009  0.973  -0.654
O  -0.122  5.224  -3.501  -0.624
O  -1.418  -2.160  5.406  -0.611
O  1.670  -3.073  -4.665  -0.619
O  -4.217  -2.858  8.568  -0.627
O  -2.695  0.020  7.511  -0.632
C  -2.484  -0.706  -4.442  -1.169
C  -3.224  0.587  -4.197  0.404
C  -3.511  0.919  -2.751  -0.998
H  3.290  2.634  -6.427  0.297
H  4.618  -3.039  -1.387  0.321
H  -3.519  0.827  2.044  0.286
H  -1.959  -0.653  -5.392  0.272
H  -0.277  2.716  3.058  0.272
H  -0.170  0.090  3.266  0.223
H  -1.902  2.716  -1.382  -0.167
H  3.461  -4.036  -1.287  0.308
H  -1.760  -0.913  -3.661  0.197
H  0.834  -0.105  -10.512  0.325
H  -1.589  1.747  4.908  0.322
H  -4.162  0.148  -2.341  0.438
H  2.267  0.054  3.144  0.350
H  0.577  -3.229  4.356  0.348
H  -4.098  1.839  -2.755  0.402
H  0.496  3.787  3.829  0.285
H  -2.391  1.484  6.161  0.383
H  -4.171  0.547  -4.736  0.334
H  -3.266  -2.701  8.626  0.337
H  -3.278  -4.669  3.350  0.277
H  -0.634  -3.327  8.725  0.275
H  -3.193  -1.528  -4.499  0.412
H  1.755  0.992  -3.058  -0.177
H  -1.016  4.930  -3.704  0.314
H  -1.069  -0.317  4.456  0.276
H  0.656  2.756  -1.778  -0.117
H  3.881  1.666  0.831  0.317
H  5.097  -1.191  1.486  0.365
H  2.627  -2.978  -4.704  0.314
H  1.321  1.235  -7.640  0.305
H  -3.546  0.373  7.790  0.289
H  -2.633  -0.401  2.245  0.302
H  0.337  5.192  -4.345  0.311
H  -0.741  -1.846  8.356  0.313
H  -2.400  0.668  -0.259  -0.104
H  2.149  1.552  3.420  0.261
H  -4.626  -2.216  9.154  0.314
H  -0.257  -4.411  3.930  0.305
H  -3.333  -3.273  2.728  0.278
H  -0.095  2.220  -3.988  -0.217
H  4.805  0.506  2.841  0.345
H  1.487  -3.231  -3.733  0.306
H  6.086  0.924  2.057  0.274
H  0.488  0.540  0.257  0.182
H  1.103  -0.805  -5.573  0.297
H  2.400  1.641  -8.624  0.307
H  -2.814  -0.936  7.529  0.292
H  -1.771  -2.415  4.542  0.282
H  0.234  1.251  -10.668  0.315
H  -1.906  -2.703  6.034  0.330
H  1.376  0.909  1.403  0.271
H  3.408  1.995  -0.579  0.283
H  4.198  -2.158  0.763  0.312
H  4.325  3.670  -6.856  0.302
H  0.433  0.558  -5.694  0.316

Output
DFT total energy, hartree: -2556.71861
Multiplicity: 1
Net charge: 0
Frontier orbital gap, Eh: 0.377

---

An isolated molecule of CH4N2OS in a non-equilibrium geometry, computed with ωB97M-V with the def2-TZVPD basis set.

Last column: Mulliken charge in e.
Geometry (Å):
S  -1.664  0.157  1.578  -0.115
O  -0.620  -1.485  -0.672  -0.567
N  -0.654  0.640  0.348  -0.294
N  1.025  0.068  -1.172  -0.528
C  -0.089  -0.368  -0.509  0.591
H  1.319  -0.762  -1.742  0.291
H  -0.310  1.602  0.309  0.265
H  1.818  0.344  -0.628  0.258
H  -0.823  -0.196  2.486  0.099

Output
DFT total energy, hartree: -623.44260
SMILES: NC(=O)NS
Multiplicity: 1
Net charge: 0
Energy above the lowest of the compared OMol25 structures with the same formula, charge and spin, eV: 0.452
Frontier orbital gap, Eh: 0.372